Here is 8 unconnected molecules or ions with the total composition C51H113N5O8 at a distorted geometry from the OMol25 dataset. Energies are from ωB97M-V/def2-TZVPD.

Geometry as XYZ:
```
177
Properties=species:S:1:pos:R:3:forces:R:3:lowdin_charge:R:1
C 23.11280 8.16617 10.03615 -0.4264 1.1950 1.3010 -0.110
C 23.68965 7.57731 8.84054 1.2032 -1.9453 -0.1465 -0.392
O 23.37711 8.34422 7.71259 0.0106 0.1965 -0.6285 -0.053
H 22.04648 8.23062 9.81957 -0.1013 0.4560 0.4527 0.085
H 23.58060 9.13777 10.19510 -0.4728 0.3206 0.0753 0.080
H 23.26467 7.61500 10.96419 -0.0050 -0.3524 -0.1940 0.081
H 23.30556 6.55805 8.79958 -0.2883 -0.2096 -0.7443 0.109
H 24.76508 7.41768 8.91839 0.2640 0.2596 0.0700 0.114
H 24.21120 8.60548 7.31556 -0.1870 0.0800 -0.1845 0.085
C 18.23754 -9.46023 -0.56014 0.8878 1.6428 -1.4282 -0.086
C 17.17566 -8.42156 -0.09306 0.3095 -1.5088 0.6082 -0.289
O 16.39472 -9.25955 0.73436 -1.3980 -0.1005 1.1964 -0.109
H 17.78356 -10.00024 -1.39104 0.1443 -0.2786 0.1298 0.068
H 18.70030 -10.15430 0.14145 -1.0878 0.1197 0.6887 0.072
H 19.15576 -9.00954 -0.93674 -0.0624 0.4932 -0.5720 0.056
H 16.52158 -7.97718 -0.84326 0.4672 -0.2836 -0.6956 0.106
H 17.47921 -7.55975 0.50129 0.6810 -0.2340 0.1204 0.101
H 15.53648 -9.45136 0.34935 0.0587 0.1528 -0.0501 0.080
C 18.09576 0.75287 12.14399 1.0881 0.3026 -1.2912 -0.107
C 17.54010 -0.02280 13.28310 -0.0029 -1.2577 1.0510 -0.307
O 18.41177 -1.09127 13.76062 -0.1802 0.8509 -0.2304 -0.094
H 17.63657 1.73205 12.00817 -0.2187 -0.1221 0.0154 0.075
H 18.11950 0.23334 11.18607 -0.8165 -0.2603 -0.1135 0.070
H 19.17047 0.92359 12.20688 0.1047 0.2338 0.8935 0.075
H 16.59379 -0.52346 13.07834 -0.2645 0.3770 -0.3823 0.107
H 17.34881 0.62892 14.13561 0.2373 -0.0603 0.0858 0.109
H 18.32919 -1.81558 13.13600 0.0536 -0.0650 -0.0327 0.071
C 18.88369 -2.97051 -4.14892 -1.2506 0.0488 1.2051 -0.065
C 18.20023 -2.34184 -5.34872 0.1087 -0.2970 -0.8693 -0.456
C 18.91822 -0.93943 -5.54183 -1.5624 -0.5995 0.0401 -0.128
C 18.71338 -0.36265 -6.90806 -0.2024 -0.2351 -0.0463 -0.213
C 19.11640 -1.39811 -7.92075 0.0061 0.0849 -0.2848 -0.145
C 18.44164 -2.80211 -7.78605 0.6110 0.5842 0.7329 -0.498
N 18.57195 -3.31557 -6.39037 1.3429 1.2132 -1.2750 -0.111
O 17.99720 -4.62662 -6.19426 -0.7906 1.2715 -0.3377 -0.024
C 17.01517 -2.61427 -8.27874 -0.1655 -1.0470 -0.3155 -0.042
C 19.23497 -3.76534 -8.64929 0.1884 -0.6568 -0.7717 -0.049
C 16.57945 -2.28063 -5.18770 2.2932 -0.2798 1.6992 0.013
H 19.94505 -3.20785 -4.22163 -0.1193 0.1131 -0.7395 0.089
H 18.29870 -3.88432 -4.04485 0.4502 -0.1824 0.8945 0.070
H 18.81404 -2.31837 -3.27831 -0.4038 -0.1543 0.3041 0.086
H 18.38839 -0.29273 -4.84244 0.4321 0.0204 0.5073 0.112
H 19.97702 -1.02488 -5.29743 -0.0543 -0.0538 0.0686 0.120
H 19.24268 0.57117 -7.09757 0.3522 -0.0384 0.2163 0.115
H 17.67403 -0.08180 -7.07830 -0.2902 -0.1760 0.2257 0.107
H 20.20270 -1.48406 -7.94659 0.0798 -0.1381 0.0188 0.119
H 18.78137 -0.91576 -8.83901 0.2650 -0.7096 -0.6819 0.120
H 16.49045 -1.69723 -8.01075 0.4510 0.1236 0.0143 0.075
H 17.13257 -2.68913 -9.35981 -0.7176 0.0812 -0.1083 0.084
H 16.41329 -3.43272 -7.88378 -0.1501 -0.1877 -0.4231 0.081
H 18.92371 -4.80131 -8.51515 -0.3688 0.0394 -0.1069 0.078
H 19.17180 -3.52793 -9.71124 -0.3533 0.0594 -0.0903 0.084
H 20.31049 -3.79290 -8.47440 0.0136 0.4278 0.5861 0.083
H 16.37149 -1.39511 -4.58711 -0.4261 0.2144 -0.3678 0.073
H 16.46384 -3.10087 -4.47923 -0.6429 -0.1621 -0.1004 0.062
H 15.90218 -2.45641 -6.02347 0.5703 0.3852 -0.0041 0.060
H 18.73870 -5.23391 -6.13977 0.3327 0.2486 0.0138 0.100
C 8.57983 -4.80269 9.76047 -1.2689 0.4544 0.7711 -0.034
C 9.15503 -3.88031 10.94048 0.5396 -0.6381 -0.1545 -0.446
C 8.91924 -2.36157 10.61243 0.8805 -0.9461 -1.5315 -0.162
C 9.25860 -1.30491 11.65128 -1.4180 -2.9884 1.0800 -0.162
C 8.32548 -1.74797 12.86186 1.2824 -0.0419 -0.1738 -0.108
C 8.51577 -3.26872 13.42109 -0.0990 1.9922 -1.5610 -0.414
N 8.45945 -4.18380 12.21386 -1.3791 1.4687 -0.1401 -0.136
O 8.52152 -5.54899 12.56101 0.2890 0.1635 0.0766 -0.035
C 9.89486 -3.32776 14.12487 -0.4935 -1.7351 0.2929 -0.038
C 7.30495 -3.64845 14.36067 1.2997 -0.1014 0.2059 -0.031
C 10.65378 -4.27529 11.08786 -0.3609 0.6286 -0.7995 -0.037
H 9.01070 -4.74349 8.76100 0.7308 0.3743 0.3559 0.077
H 7.52707 -4.59868 9.56511 -0.2643 0.6765 0.2025 0.067
H 8.47573 -5.86049 10.00196 0.8311 -0.0470 0.4227 0.067
H 9.53665 -2.18550 9.73158 0.1331 -0.0361 -0.3064 0.111
H 7.90243 -2.25641 10.23409 -0.2417 0.0541 0.3298 0.112
H 9.00498 -0.32620 11.24395 0.2561 0.0620 0.4288 0.111
H 10.29405 -1.44432 11.96196 0.1253 0.5989 -0.1698 0.092
H 7.31257 -1.55592 12.50797 -0.1835 -0.1196 0.4683 0.103
H 8.64588 -1.07314 13.65562 -0.7348 -0.0928 0.5218 0.103
H 10.23063 -4.34833 13.94098 0.2636 -0.1573 0.0495 0.074
H 10.71063 -2.69990 13.76651 -0.4669 0.3739 0.0081 0.070
H 9.79673 -3.31070 15.21031 0.0391 0.5867 0.0273 0.077
H 7.32031 -3.28295 15.38744 0.6818 0.8180 -0.0816 0.072
H 6.32102 -3.33595 14.01096 0.1630 -0.4815 -0.5861 0.077
H 7.43501 -4.70780 14.58192 -0.6355 -0.2917 -0.5408 0.071
H 10.68544 -5.33711 11.33206 0.2105 0.2221 0.6579 0.082
H 11.15752 -3.57800 11.75729 0.0752 -0.5475 0.3815 0.061
H 11.21045 -4.20618 10.15328 -0.2312 0.1822 -0.3355 0.076
H 7.60168 -5.78907 12.42736 -0.0226 -0.4308 0.1002 0.102
C 27.83574 -6.19975 12.60604 -1.0589 1.0915 -0.4206 -0.008
C 26.55305 -5.30851 12.28886 0.3511 0.1536 -0.2605 -0.480
C 26.48804 -4.16168 13.25807 -1.2570 0.3774 1.8630 -0.159
C 25.45463 -3.06253 12.93446 1.7636 0.3508 -1.3640 -0.145
C 25.95768 -2.38419 11.62620 0.6155 0.9583 1.6820 -0.171
C 26.14759 -3.37652 10.51929 -0.6666 0.8534 -2.7001 -0.423
N 26.72651 -4.64957 10.97197 0.7328 1.2830 1.4237 -0.150
O 26.61487 -5.53695 9.96866 0.3741 -1.6968 -1.7250 -0.014
C 24.68007 -3.46429 9.92232 -0.1968 0.0452 -0.1504 -0.044
C 27.16401 -2.84533 9.31616 -0.1911 -0.1912 1.2492 -0.007
C 25.26180 -6.16653 12.30136 -0.1644 0.2616 -0.1373 -0.026
H 28.73235 -5.60575 12.78313 -0.1506 0.4171 -0.2853 0.072
H 28.02634 -6.81586 11.72730 -0.0629 -0.4193 0.3796 0.075
H 27.68713 -6.71731 13.55374 -0.2471 -0.5278 -0.2955 0.079
H 26.10023 -4.48429 14.22431 0.4685 -0.7633 0.2646 0.116
H 27.49241 -3.78806 13.45746 -0.0753 0.3893 -0.2725 0.121
H 25.44869 -2.30314 13.71638 -0.1063 -0.1598 0.1328 0.110
H 24.45921 -3.49870 12.85074 -0.0191 0.0989 -0.0986 0.102
H 26.88954 -1.85508 11.82564 0.5897 -0.4917 0.4826 0.115
H 25.36728 -1.49175 11.41866 -0.6289 -0.4544 -0.7787 0.114
H 24.20047 -2.50576 9.72407 0.9063 0.6745 -0.1579 0.076
H 24.54789 -3.96314 8.96223 0.2187 -0.6157 0.2573 0.076
H 23.94506 -3.77248 10.66587 0.1892 -0.9302 0.0734 0.063
H 28.20945 -3.03615 9.55855 -0.0485 -0.2658 0.6788 0.066
H 27.09742 -3.31298 8.33383 -0.8210 -0.2313 0.1751 0.062
H 27.16356 -1.76656 9.16009 -0.6624 0.1400 0.1501 0.063
H 25.35862 -7.07577 11.70805 0.1675 -0.1265 0.1787 0.082
H 24.43160 -5.61409 11.86127 0.0043 0.2004 -0.1771 0.066
H 24.88074 -6.42154 13.29023 0.4908 -0.1438 0.1724 0.088
H 25.70798 -5.85067 9.99558 -0.5174 -0.2760 -0.3390 0.081
C 16.59847 14.48262 5.78258 0.9850 0.0143 0.6168 -0.027
C 16.64947 13.84558 7.21359 -1.1017 -0.1776 0.0418 -0.429
C 15.30466 14.19188 7.95898 -0.8298 -0.8792 -1.0174 -0.147
C 14.04119 13.41922 7.41788 2.6124 -1.1828 0.0350 -0.140
C 14.42030 11.88943 7.60076 -0.6069 1.1757 0.4212 -0.144
C 15.67107 11.39740 6.84304 0.1617 -0.5715 -0.8557 -0.477
N 16.77277 12.34325 7.14059 -0.5263 1.0852 0.7827 -0.123
O 18.01715 11.96932 6.53558 -0.7492 0.2070 0.4500 -0.012
C 16.10416 9.99750 7.41067 -0.5932 0.7790 -0.2122 -0.040
C 15.30636 11.18345 5.28091 0.7580 2.0214 2.4106 -0.007
C 17.82549 14.48775 8.10188 -0.8116 -0.3198 -0.7201 -0.023
H 16.12457 15.46418 5.79071 -0.0116 0.0301 0.0869 0.079
H 17.63800 14.62153 5.48562 -0.0147 0.0787 -0.3037 0.070
H 16.13471 13.87631 5.00450 -0.1063 -0.0716 0.3633 0.061
H 15.39377 13.92205 9.01130 0.1115 0.3480 0.1278 0.110
H 15.07415 15.24495 7.79776 0.4871 0.1949 0.4555 0.105
H 13.13563 13.71769 7.94607 0.0891 -0.1993 0.0452 0.102
H 13.93559 13.63784 6.35527 -0.2435 0.0575 -0.0608 0.094
H 13.52411 11.29443 7.42491 0.2312 -0.3794 -0.4550 0.109
H 14.63128 11.74302 8.66008 0.0353 0.0739 0.2342 0.108
H 16.57185 10.06199 8.39312 0.1093 0.2828 -0.0268 0.078
H 16.77701 9.48926 6.71997 -0.0794 -0.0075 0.0699 0.074
H 15.19301 9.41842 7.56087 0.0094 -0.2683 -0.2493 0.075
H 15.11418 12.20972 4.96797 -0.4401 -0.1815 -0.4549 0.039
H 14.37356 10.61960 5.27388 0.4856 -0.4158 -0.6117 0.080
H 16.21590 10.89582 4.75355 -0.4787 -0.7345 -0.1319 0.078
H 18.18266 13.85116 8.91137 0.0053 -0.5310 -0.3453 0.074
H 18.65534 14.83549 7.48663 0.0826 -0.2982 -0.0074 0.068
H 17.48782 15.35870 8.66360 -0.4431 0.2073 -0.3578 0.069
H 18.46073 11.83397 7.37613 0.8750 -0.3400 -0.3329 0.094
C 20.22051 1.20156 3.65315 0.3780 -0.7837 0.5044 -0.048
C 18.78033 1.64189 3.73264 -1.8132 0.4484 -1.9767 -0.475
C 18.43789 2.48197 2.44809 0.2595 1.0681 0.5788 -0.145
C 17.00707 2.89671 2.26009 -1.7589 -1.0969 0.6105 -0.186
C 16.12848 1.61491 2.29331 0.3062 1.1483 -0.9245 -0.152
C 16.34938 0.66236 3.43768 -0.3001 -0.0627 1.7334 -0.479
N 17.79293 0.48276 3.63862 1.7256 0.7716 -1.5252 -0.109
O 18.16377 -0.60317 4.42502 -0.3608 -0.0320 1.4537 -0.027
C 15.54879 1.12844 4.75091 0.9462 -1.5075 0.1643 -0.019
C 15.76411 -0.69277 2.95985 0.9203 -0.7723 1.1718 -0.036
C 18.60428 2.45392 4.98791 -1.0188 0.3069 1.6911 -0.042
H 20.48214 0.56082 2.81107 -0.3309 -0.1013 -0.0879 0.087
H 20.93022 2.02855 3.63055 -0.3515 0.3197 -0.0379 0.091
H 20.42238 0.67202 4.58424 0.2793 -0.2565 -0.0716 0.080
H 18.93456 3.45101 2.49715 0.8555 -0.1681 0.0493 0.117
H 18.71158 1.99470 1.51228 0.4640 -0.3795 0.2681 0.121
H 16.61783 3.61952 2.97713 0.3358 0.0151 0.4158 0.106
H 16.88006 3.39690 1.30000 0.0667 -0.1279 -0.1540 0.109
H 16.37865 1.09118 1.37070 -0.0693 -0.1772 -0.0939 0.108
H 15.06312 1.84145 2.25097 -0.0761 0.1013 -0.0347 0.124
H 15.97491 0.62692 5.61981 0.2494 -0.7815 -0.1118 0.071
H 14.55478 0.68903 4.66742 -0.2831 0.7689 0.0983 0.065
H 15.61323 2.12526 5.18715 -0.4291 0.5300 -1.1945 0.062
H 14.71940 -0.86558 3.21832 -0.3372 0.7023 -1.0251 0.081
H 16.15471 -1.54996 3.50828 0.6109 0.2429 0.4588 0.070
H 16.14215 -0.89228 1.95717 -0.8402 0.1306 -0.2686 0.084
H 17.59067 2.81897 5.15356 -0.1665 0.0585 -0.5539 0.060
H 18.72565 1.83128 5.87431 0.3359 -0.3821 -0.0239 0.089
H 19.22007 3.33102 5.18689 0.4743 -0.0949 -0.6794 0.090
H 18.71326 -1.18645 3.89640 -0.0705 0.1120 -0.4324 0.103
```
Forces are in eV/Å.

Calculated values
SMILES = CC1(C)CCCC(C)(C)N1O.CC1(C)CCCC(C)(C)N1O.CC1(C)CCCC(C)(C)N1O.CC1(C)CCCC(C)(C)N1O.CC1(C)CCCC(C)(C)N1O.CCO.CCO.CCO
E_tot = -78537.156 eV